(1)
A 13-piece molecular cluster, C52H104O21 overall, computed with the ωB97M-V functional and the def2-TZVPD basis.

CARTESIAN COORDINATES (ANGSTROEM)
C: 1.0271 6.5815 3.9788
C: -0.3141 6.7150 4.6868
O: -0.3522 7.9394 5.3889
C: -1.4733 8.2882 6.1539
O: -2.5336 7.6421 6.1579
O: -1.3041 9.5411 6.7292
C: -0.1268 10.2660 6.6113
H: 1.4881 7.5180 3.6650
H: 1.0184 5.8834 3.1417
H: 1.6358 5.9476 4.6236
H: -0.5976 5.8115 5.2267
H: -0.9533 6.7989 3.8079
H: -0.1537 11.1390 7.2634
H: -0.0415 10.6127 5.5815
H: 0.7378 9.6352 6.8177
C: -2.6967 -8.3180 11.4286
C: -2.8730 -8.4095 9.9072
O: -2.7581 -7.1458 9.3067
C: -2.8762 -7.0252 7.9841
O: -3.4970 -7.8511 7.2424
O: -2.3925 -5.8161 7.5738
C: -2.6145 -5.4485 6.1921
H: -3.0535 -7.3490 11.7775
H: -1.6692 -8.3884 11.7855
H: -3.0860 -9.2633 11.8065
H: -3.8735 -8.7994 9.7195
H: -2.1575 -9.1032 9.4657
H: -3.6683 -5.4503 5.9136
H: -2.0394 -6.1849 5.6308
H: -2.2802 -4.4380 5.9572
C: 3.2914 -5.0141 8.7484
C: 3.2815 -5.0463 7.2014
O: 4.6566 -4.9819 6.6611
C: 4.9328 -4.7300 5.3367
O: 4.1230 -4.3691 4.4863
O: 6.2612 -5.0071 5.1952
C: 6.7603 -5.1399 3.8739
H: 3.6741 -4.0827 9.1657
H: 3.8303 -5.8285 9.2325
H: 2.3023 -5.0247 9.2064
H: 2.6277 -4.3176 6.7221
H: 2.8060 -6.0207 7.0894
H: 6.4578 -4.2150 3.3828
H: 6.4027 -5.9123 3.1930
H: 7.8444 -5.0640 3.9583
C: -9.3500 2.9330 -1.2810
C: -8.5499 3.9455 -0.4485
O: -7.8041 3.2796 0.5470
C: -6.4863 2.9032 0.3840
O: -5.8702 3.0766 -0.6628
O: -5.9997 2.4173 1.5274
C: -4.6983 2.0723 1.7597
H: -8.7707 2.2224 -1.8706
H: -10.0773 3.4319 -1.9215
H: -9.9776 2.3674 -0.5922
H: -9.0880 4.7673 0.0240
H: -7.8640 4.4961 -1.0922
H: -4.4440 1.1470 1.2427
H: -4.4961 1.9876 2.8274
H: -3.9997 2.8101 1.3650
C: -3.6739 2.8511 -8.2351
C: -4.8543 2.4461 -7.2920
C: -6.1482 2.5332 -8.0918
O: -5.7805 3.3653 -9.2123
C: -4.3824 3.1664 -9.5417
H: -2.9828 2.0139 -8.3329
H: -3.0754 3.6929 -7.8869
H: -4.8799 3.1142 -6.4312
H: -4.7039 1.5288 -6.7228
H: -6.9216 2.9902 -7.4745
H: -6.3983 1.5149 -8.3895
H: -3.9770 4.0576 -10.0207
H: -4.3110 2.3874 -10.3006
C: -6.6725 -5.1032 -1.9451
C: -7.2406 -4.5612 -3.2261
C: -7.1787 -3.0449 -2.9818
O: -6.3534 -2.8963 -1.8494
C: -5.6363 -4.0819 -1.5391
H: -6.2565 -6.1107 -1.9388
H: -7.4503 -5.1482 -1.1828
H: -8.2157 -4.9336 -3.5403
H: -6.5335 -4.9104 -3.9785
H: -8.1848 -2.7378 -2.6964
H: -6.7304 -2.5408 -3.8380
H: -5.4412 -4.1671 -0.4701
H: -4.6826 -4.1083 -2.0663
C: -0.5094 -8.3553 -1.0329
C: 0.6916 -7.4350 -1.1088
C: 1.1418 -7.4244 0.3099
O: 0.5861 -8.5542 0.9354
C: -0.6674 -8.8324 0.4370
H: -0.3952 -9.2361 -1.6647
H: -1.4798 -7.9486 -1.3176
H: 0.5675 -6.4035 -1.4384
H: 1.4647 -7.8435 -1.7595
H: 0.7556 -6.5297 0.7982
H: 2.2124 -7.2760 0.4516
H: -1.3234 -8.2242 1.0599
H: -0.9755 -9.8769 0.4835
C: -3.5608 8.2883 0.0539
C: -3.3359 9.7552 -0.0065
C: -1.8185 9.8830 0.2019
O: -1.3026 8.6118 -0.2041
C: -2.3266 7.7044 -0.6202
H: -4.4499 8.0259 -0.5195
H: -3.6450 8.0744 1.1194
H: -3.8658 10.3387 0.7464
H: -3.5543 10.1706 -0.9903
H: -1.7376 10.0044 1.2821
H: -1.3688 10.7434 -0.2936
H: -2.0319 6.7532 -0.1770
H: -2.4335 7.6566 -1.7039
C: 6.9809 7.2303 -2.0113
C: 6.1744 7.4339 -0.7233
C: 5.3336 8.6519 -1.1061
O: 6.1148 9.4426 -1.9915
C: 7.0060 8.6188 -2.7567
H: 6.4161 6.5161 -2.6105
H: 7.8903 6.6298 -1.9870
H: 6.8068 7.7479 0.1071
H: 5.6059 6.5351 -0.4844
H: 5.0418 9.2601 -0.2498
H: 4.4401 8.3278 -1.6396
H: 8.0223 9.0074 -2.8210
H: 6.6745 8.5257 -3.7909
C: 6.3565 -3.4599 -5.6240
C: 7.2384 -4.7380 -5.2731
C: 7.2452 -4.6204 -3.7303
O: 6.1440 -3.7808 -3.3938
C: 5.3778 -3.4175 -4.5367
H: 5.8974 -3.5690 -6.6066
H: 6.8891 -2.5103 -5.6767
H: 8.1960 -4.6228 -5.7809
H: 6.8012 -5.6680 -5.6366
H: 8.1244 -4.0481 -3.4344
H: 7.2177 -5.5831 -3.2198
H: 5.0022 -2.3943 -4.5370
H: 4.5639 -4.1410 -4.5848
C: 8.4011 3.4575 3.3021
C: 8.0577 2.4465 2.2423
C: 7.0318 1.5942 2.7780
O: 6.2714 2.4819 3.6217
C: 7.0497 3.5774 4.0954
H: 8.6907 4.4530 2.9654
H: 9.2408 3.1283 3.9143
H: 8.9408 1.8929 1.9231
H: 7.7435 3.0129 1.3657
H: 7.5673 0.8638 3.3844
H: 6.5236 1.0075 2.0126
H: 7.2681 3.5305 5.1623
H: 6.6369 4.5418 3.7992
C: 0.5444 1.0097 -1.9750
C: 1.2335 0.8076 -0.6636
C: 1.2772 -0.7066 -0.4937
O: 0.4156 -1.1657 -1.4990
C: -0.4302 -0.1705 -2.0109
H: 1.2997 0.8713 -2.7486
H: -0.0007 1.9439 -2.1096
H: 0.6474 1.0984 0.2082
H: 2.2409 1.2224 -0.6286
H: 1.0172 -1.0541 0.5062
H: 2.2801 -1.1014 -0.6559
H: -1.2990 0.0329 -1.3849
H: -0.7771 -0.4423 -3.0078
C: -1.3485 -4.9025 -6.8660
C: -0.2081 -5.7220 -7.6511
C: 0.0148 -4.8655 -8.8756
O: -0.9662 -3.7821 -8.9359
C: -2.0257 -4.1424 -8.0648
H: -0.9749 -4.1682 -6.1524
H: -1.9755 -5.6026 -6.3140
H: -0.6975 -6.6558 -7.9279
H: 0.6825 -5.9349 -7.0599
H: 0.2359 -5.3931 -9.8035
H: 0.9116 -4.2785 -8.6775
H: -2.7144 -4.7472 -8.6547
H: -2.6373 -3.3333 -7.6654

Calculated values
total energy: -3623.41170 a.u.
orbital gap: 9.57 eV
energy relative to the best compared isomer or geometry (same formula, charge and spin): 620.7 kJ/mol
E_LUMO: 0.12 eV

Results of the Löwdin charge analysis, in e, for atoms 1 through 99: atom 1 (C): -0.070, atom 2 (C): -0.237, atom 3 (O): -0.023, atom 4 (C): -0.436, atom 5 (O): 0.102, atom 6 (O): -0.020, atom 7 (C): -0.084, atom 8 (H): 0.085, atom 9 (H): 0.076, atom 10 (H): 0.069, atom 11 (H): 0.132, atom 12 (H): 0.116, atom 13 (H): 0.098, atom 14 (H): 0.095, atom 15 (H): 0.096, atom 16 (C): -0.058, atom 17 (C): -0.231, atom 18 (O): 0.026, atom 19 (C): -0.505, atom 20 (O): 0.060, atom 21 (O): -0.020, atom 22 (C): -0.034, atom 23 (H): 0.083, atom 24 (H): 0.068, atom 25 (H): 0.078, atom 26 (H): 0.122, atom 27 (H): 0.130, atom 28 (H): 0.094, atom 29 (H): 0.096, atom 30 (H): 0.090, atom 31 (C): -0.080, atom 32 (C): -0.171, atom 33 (O): 0.006, atom 34 (C): -0.513, atom 35 (O): 0.106, atom 36 (O): -0.019, atom 37 (C): -0.058, atom 38 (H): 0.069, atom 39 (H): 0.075, atom 40 (H): 0.073, atom 41 (H): 0.118, atom 42 (H): 0.112, atom 43 (H): 0.087, atom 44 (H): 0.100, atom 45 (H): 0.096, atom 46 (C): -0.056, atom 47 (C): -0.229, atom 48 (O): 0.003, atom 49 (C): -0.507, atom 50 (O): 0.104, atom 51 (O): 0.006, atom 52 (C): -0.078, atom 53 (H): 0.080, atom 54 (H): 0.072, atom 55 (H): 0.073, atom 56 (H): 0.124, atom 57 (H): 0.113, atom 58 (H): 0.100, atom 59 (H): 0.100, atom 60 (H): 0.096, atom 61 (C): -0.150, atom 62 (C): -0.172, atom 63 (C): -0.189, atom 64 (O): -0.152, atom 65 (C): -0.195, atom 66 (H): 0.101, atom 67 (H): 0.103, atom 68 (H): 0.098, atom 69 (H): 0.102, atom 70 (H): 0.118, atom 71 (H): 0.112, atom 72 (H): 0.114, atom 73 (H): 0.111, atom 74 (C): -0.201, atom 75 (C): -0.174, atom 76 (C): -0.196, atom 77 (O): -0.150, atom 78 (C): -0.199, atom 79 (H): 0.113, atom 80 (H): 0.115, atom 81 (H): 0.111, atom 82 (H): 0.106, atom 83 (H): 0.120, atom 84 (H): 0.117, atom 85 (H): 0.120, atom 86 (H): 0.119, atom 87 (C): -0.156, atom 88 (C): -0.172, atom 89 (C): -0.230, atom 90 (O): -0.137, atom 91 (C): -0.211, atom 92 (H): 0.104, atom 93 (H): 0.103, atom 94 (H): 0.113, atom 95 (H): 0.108, atom 96 (H): 0.116, atom 97 (H): 0.125, atom 98 (H): 0.116, atom 99 (H): 0.121

=====

(2)
C32H54CeN4P2SSi4 as an isolated structure, computed with the ωB97M-V functional and the def2-TZVPD basis.

CARTESIAN COORDINATES (ANGSTROEM)
Ce: 0.9070 -0.4213 -0.3764
N: 0.8949 -0.8899 4.3409
C: 0.7777 -1.0223 2.9907
S: 2.0801 -0.2481 2.0378
N: -0.2532 -1.6597 2.4774
N: -0.4153 -1.8393 1.1037
C: -1.3031 -2.7460 0.6732
C: -2.2860 -3.4243 1.5527
C: -3.6613 -3.5607 1.1305
C: -4.5514 -4.0388 2.0597
C: -4.1561 -4.4531 3.3157
C: -2.8155 -4.4740 3.6629
C: -1.8612 -3.9581 2.7735
C: -1.2241 -3.0209 -0.7461
C: -1.9522 -4.1138 -1.3428
C: -1.8097 -4.2928 -2.6916
C: -0.9170 -3.5393 -3.4649
C: -0.2317 -2.5126 -2.8273
N: -0.4414 -2.2183 -1.5076
H: 1.7221 -0.4631 4.7560
H: 0.2808 -1.4457 4.9386
H: -3.9634 -3.2309 0.1305
H: -5.6149 -4.0113 1.8582
H: -4.9455 -4.8057 3.9540
H: -2.5757 -4.8646 4.6500
H: -0.8065 -3.9583 3.0164
H: -2.3829 -4.8697 -0.7265
H: -2.4087 -5.0636 -3.1567
H: -0.8510 -3.7882 -4.5362
H: 0.5362 -1.9172 -3.3357
C: 3.6408 0.4985 -3.4723
P: 3.4427 0.9478 -1.6799
C: 3.6798 2.8162 -1.7373
C: 4.9833 0.2530 -1.0289
C: 6.2437 0.8649 -1.2177
C: 7.3778 0.2417 -0.8000
C: 7.3741 -1.0476 -0.3609
C: 6.1630 -1.7064 -0.2062
C: 4.9946 -1.1019 -0.6334
P: 3.4839 -2.1317 -0.8218
C: 3.6129 -3.1410 0.6967
C: 3.9342 -3.3968 -2.1329
H: 4.4054 1.0711 -3.9923
H: 2.6355 0.7379 -3.9321
H: 3.8991 -0.5647 -3.5055
H: 4.6654 3.0776 -2.1586
H: 3.5483 3.2110 -0.7118
H: 2.8535 3.2287 -2.3436
H: 6.3280 1.8755 -1.6562
H: 8.3334 0.7655 -0.8480
H: 8.2904 -1.5050 0.0011
H: 6.1658 -2.6638 0.2676
H: 3.5858 -2.4671 1.6064
H: 4.5357 -3.7335 0.5937
H: 2.7099 -3.7932 0.7161
H: 5.0083 -3.3587 -2.3865
H: 3.3515 -3.2166 -3.0513
H: 3.6540 -4.3657 -1.7741
C: -4.8773 2.5732 -0.2873
Si: -3.5909 1.1829 -0.3178
C: -3.7067 0.3176 -1.9625
C: -4.2114 -0.0618 0.9974
Si: -1.2793 1.8125 0.0562
Si: -1.5208 2.6548 2.2707
C: -2.3368 1.3762 3.4207
C: 0.1864 3.0882 2.8853
C: -2.6000 4.2396 2.2080
Si: -0.9399 3.9156 -1.2343
C: 0.5576 4.8338 -0.5345
C: -0.6183 3.2601 -2.9625
C: -2.4239 5.0750 -1.4915
H: -5.8439 2.0831 -0.6147
H: -4.6783 3.3549 -1.0405
H: -5.0500 3.0318 0.6706
H: -4.7717 0.1286 -2.1554
H: -3.1364 -0.6235 -1.9620
H: -3.3634 0.9490 -2.8058
H: -4.8562 -0.8348 0.4493
H: -4.7689 0.4269 1.8277
H: -3.3793 -0.6376 1.4788
H: -2.0757 0.3333 3.2296
H: -3.4568 1.4625 3.4026
H: -1.9946 1.6170 4.4666
H: 0.6916 2.1733 3.0784
H: 0.0682 3.6356 3.8597
H: 0.7632 3.7255 2.1968
H: -3.6774 4.0210 2.0564
H: -2.2716 5.0482 1.4918
H: -2.4633 4.6330 3.2867
H: 1.3278 4.1737 -0.1522
H: 0.3182 5.5998 0.2389
H: 1.0113 5.4170 -1.4370
H: 0.1219 2.4629 -3.0526
H: -0.1768 4.0526 -3.5719
H: -1.5728 2.9691 -3.4767
H: -2.9246 5.2910 -0.5428
H: -3.1291 4.6301 -2.2273
H: -2.0222 6.0643 -1.8836

Calculated values
charge: +1
total energy: -4184.64709 a.u.
multiplicity: 2
orbital gap (spin up / spin down): 4.92 / 4.92 eV
energy relative to the best compared isomer or geometry (same formula, charge and spin): 0.0 kJ/mol
⟨S²⟩: 0.75
E_LUMO (spin up / spin down): -3.93 / -3.91 eV

The molecule's Löwdin atomic charges, reported in e, are given here: atom 1 (Ce): 0.465, atom 2 (N): 0.101, atom 3 (C): -0.756, atom 4 (S): 0.565, atom 5 (N): 0.008, atom 6 (N): -0.071, atom 7 (C): -0.149, atom 8 (C): -0.162, atom 9 (C): -0.038, atom 10 (C): -0.081, atom 11 (C): -0.072, atom 12 (C): -0.053, atom 13 (C): -0.022, atom 14 (C): -0.178, atom 15 (C): 0.028, atom 16 (C): -0.034, atom 17 (C): -0.022, atom 18 (C): -0.091, atom 19 (N): -0.034, atom 20 (H): 0.103, atom 21 (H): 0.119, atom 22 (H): 0.115, atom 23 (H): 0.114, atom 24 (H): 0.109, atom 25 (H): 0.110, atom 26 (H): 0.106, atom 27 (H): 0.118, atom 28 (H): 0.122, atom 29 (H): 0.127, atom 30 (H): 0.120, atom 31 (C): -0.241, atom 32 (P): 0.832, atom 33 (C): -0.233, atom 34 (C): -0.377, atom 35 (C): -0.072, atom 36 (C): -0.088, atom 37 (C): -0.056, atom 38 (C): -0.083, atom 39 (C): -0.390, atom 40 (P): 0.827, atom 41 (C): -0.286, atom 42 (C): -0.226, atom 43 (H): 0.051, atom 44 (H): 0.056, atom 45 (H): 0.029, atom 46 (H): 0.039, atom 47 (H): 0.047, atom 48 (H): 0.042, atom 49 (H): 0.111, atom 50 (H): 0.123, atom 51 (H): 0.120, atom 52 (H): 0.093, atom 53 (H): 0.029, atom 54 (H): 0.040, atom 55 (H): 0.055, atom 56 (H): 0.058, atom 57 (H): 0.030, atom 58 (H): 0.030, atom 59 (C): -0.211, atom 60 (Si): 0.307, atom 61 (C): -0.246, atom 62 (C): -0.227, atom 63 (Si): 0.333, atom 64 (Si): 0.290, atom 65 (C): -0.223, atom 66 (C): -0.233, atom 67 (C): -0.221, atom 68 (Si): 0.335, atom 69 (C): -0.240, atom 70 (C): -0.263, atom 71 (C): -0.224, atom 72 (H): 0.050, atom 73 (H): 0.013, atom 74 (H): 0.002, atom 75 (H): 0.030, atom 76 (H): 0.007, atom 77 (H): 0.028, atom 78 (H): 0.042, atom 79 (H): 0.029, atom 80 (H): 0.007, atom 81 (H): -0.007, atom 82 (H): 0.032, atom 83 (H): 0.040, atom 84 (H): -0.035, atom 85 (H): 0.049, atom 86 (H): 0.020, atom 87 (H): 0.011, atom 88 (H): 0.020, atom 89 (H): 0.051, atom 90 (H): -0.019, atom 91 (H): 0.038, atom 92 (H): 0.059, atom 93 (H): -0.012, atom 94 (H): 0.022, atom 95 (H): 0.041, atom 96 (H): 0.001, atom 97 (H): 0.027, atom 98 (H): 0.052

=====

(3)
A 2-piece molecular cluster, C2H9N2O overall, computed with the ωB97M-V functional and the def2-TZVPD basis.

CARTESIAN COORDINATES (ANGSTROEM)
C: -1.0196 0.1637 0.8973
N: 0.2031 1.0228 -1.6530
C: -0.2951 -0.3060 -1.3015
N: -0.0031 -0.4269 0.0801
H: -2.0063 -0.2683 0.6692
H: -0.8174 0.1261 1.9681
H: -1.0717 1.2320 0.5795
H: 0.3613 1.2778 -2.6214
H: -1.3866 -0.2288 -1.4850
H: 0.0515 -1.2178 -1.8166
H: 2.3789 -1.1273 2.2722
H: 0.9280 1.3448 -1.0028
H: 1.0769 -0.9966 1.3523
O: 1.6000 -0.5956 2.0616

Calculated values
charge: +1
total energy: -265.90918 a.u.
orbital gap: 5.94 eV
energy relative to the best compared isomer or geometry (same formula, charge and spin): 636.7 kJ/mol
E_LUMO: -9.13 eV

The molecule's Löwdin atomic charges, reported in e, are given here: atom 1 (C): 0.002, atom 2 (N): 0.140, atom 3 (C): -0.255, atom 4 (N): 0.148, atom 5 (H): 0.154, atom 6 (H): 0.109, atom 7 (H): 0.171, atom 8 (H): 0.123, atom 9 (H): 0.131, atom 10 (H): 0.169, atom 11 (H): 0.064, atom 12 (H): 0.119, atom 13 (H): -0.022, atom 14 (O): -0.053

=====

Record order is preserved below.
M: 1065.38 841.29 77.11 g/mol